Formula: C15H20N2OsSeSi
Source: the Open Molecules 2025 dataset
Level of theory: ωB97M-V/def2-TZVPD

Last column: natural (NBO) charge in e.
Cartesian coordinates (Å):
Os 1.09524 0.27097 1.25087  0.679
Se 2.89526 0.16082 2.48921  -0.186
Si 0.30354 -0.92356 -1.89236  1.803
N 0.63094 2.12387 0.51800  -0.518
N 0.60418 0.33599 -0.70601  -1.012
C 0.51626 3.39561 0.89693  0.309
C 1.47585 -2.33542 -1.52613  -1.129
C -1.75046 -3.47818 2.41741  -0.229
C -0.05110 -1.32084 1.81599  -0.223
C 0.44079 -2.63604 1.86794  -0.251
C -2.25048 -2.18880 2.36648  -0.232
C -1.48950 -1.45203 -1.73875  -1.130
C 0.62679 -0.24450 -3.62325  -1.131
C 0.78415 3.74581 2.32236  -0.659
C -0.39795 -3.69409 2.17824  -0.203
C -0.12530 3.90133 -1.35811  -0.090
C 0.14029 4.32856 -0.06313  -0.329
C -0.02038 2.57105 -1.73501  -0.337
C -1.40332 -1.12238 2.08634  -0.200
C 0.38196 1.67748 -0.74647  0.443
H -1.80967 -0.11561 2.07616  0.202
H 1.34836 4.67533 2.38593  0.231
H -2.15554 -0.58675 -1.76693  0.234
H -0.16018 3.89034 2.85085  0.239
H -1.65286 -1.96789 -0.79003  0.252
H 1.33406 2.94545 2.81363  0.250
H -2.40253 -4.31042 2.64842  0.212
H 1.48640 -2.83303 1.67499  0.217
H 0.83907 -1.06942 -4.30712  0.243
H 0.05948 5.37111 0.20710  0.226
H -3.29917 -2.00065 2.55963  0.211
H -0.23120 0.29393 -4.03047  0.230
H 0.93733 -3.27980 -1.43751  0.244
H -1.77952 -2.12648 -2.54715  0.236
H 0.00744 -4.69724 2.22521  0.211
H -0.22517 2.24741 -2.74289  0.236
H 2.00212 -2.16637 -0.58610  0.252
H 2.22385 -2.43863 -2.31358  0.239
H 1.49204 0.42111 -3.63991  0.240
H -0.42106 4.63195 -2.10081  0.221

Summary:
**Energy relative to the best compared isomer or geometry (same formula, charge and spin)**: 0.0 kcal per mole
**Lowest unoccupied orbital energy (spin up / spin down)**: -0.808 / -0.807 eV
**Orbital gap (spin up / spin down)**: 6.6 / 6.6 eV
**2S+1**: 1
**Molecular weight**: 525.62 g mol⁻¹